{"formula": "C5H13O2", "method": "wB97M-V/def2-TZVPD", "elements": ["C", "O", "C", "C", "C", "C", "H", "H", "H", "H", "H", "H", "H", "H", "H", "H", "H", "H", "H", "O"], "positions_angstrom": [[-0.868, -0.375, 0.406], [-1.887, -0.068, 1.346], [0.085, 0.826, 0.173], [1.426, 0.496, -0.543], [1.660, 0.973, -1.976], [0.950, 0.092, -2.995], [-1.297, -0.667, -0.563], [-0.258, -1.190, 0.781], [-0.435, 1.578, -0.417], [0.370, 1.194, 1.165], [2.212, 0.952, 0.077], [1.666, -0.571, -0.604], [1.342, 2.011, -2.161], [2.744, 1.039, -2.141], [0.058, -0.405, -2.642], [0.838, 0.497, -4.004], [1.755, -0.668, -3.185], [-1.939, -1.435, 3.831], [-1.529, -0.603, 2.170], [-1.153, -1.639, 3.275]], "atomic_forces_ev_per_a": [[0.10, 1.01, -0.11], [0.94, -0.38, -0.19], [0.32, -0.93, -0.33], [0.37, 0.40, -0.01], [-0.95, 1.31, -0.09], [2.36, -0.89, -0.52], [-0.08, -0.08, 0.08], [0.07, -0.43, 0.09], [-0.08, 0.33, 0.24], [-0.44, 0.23, -0.12], [0.08, -0.18, -0.08], [-0.31, -0.10, 0.42], [-0.11, 0.03, 0.59], [-0.06, -0.45, -0.28], [-0.28, 0.02, 0.14], [-0.34, 0.37, 0.01], [-0.92, -0.30, -0.01], [0.76, -0.27, -0.45], [-0.68, -0.16, 0.15], [-0.74, 0.49, 0.48]], "de_lowest_kcal_mol": 7.6, "lumo_ha": [0.2492, 0.2471], "charge": -2, "multiplicity": 2, "homo_lumo_gap_ev": [3.00, 7.98], "largest_force_ev_per_a": 2.58, "homo_energy_ev": [3.78, -1.25]}



{"formula": "C5H13O2S", "method": "wB97M-V/def2-TZVPD", "elements": ["C", "O", "C", "C", "C", "S", "C", "H", "H", "H", "H", "H", "H", "H", "H", "H", "H", "H", "H", "H", "O"], "positions_angstrom": [[1.012, -2.130, 0.145], [0.830, -1.619, 1.403], [0.053, -1.401, -0.833], [0.622, -0.293, -1.704], [1.102, 0.920, -1.051], [-0.273, 2.128, -0.791], [-1.270, 1.569, 0.612], [0.833, -3.263, 0.285], [2.005, -1.722, -0.149], [-0.707, -0.990, -0.267], [-0.449, -2.143, -1.404], [1.643, -0.730, -2.055], [-0.196, -0.274, -2.535], [1.981, 1.295, -1.461], [1.335, 0.534, -0.027], [-2.325, 1.441, 0.294], [-1.178, 2.142, 1.607], [-1.167, 0.500, 0.902], [-1.127, -0.636, 3.082], [-0.683, -1.289, 1.665], [-1.419, -0.994, 2.311]], "atomic_forces_ev_per_a": [[1.17, 0.30, 0.59], [0.18, 0.07, -0.01], [0.46, -0.54, 0.08], [1.01, -3.45, -2.85], [-2.86, -0.32, 3.57], [0.34, 0.66, -0.19], [-0.58, -1.22, 1.43], [0.47, 1.56, -0.96], [0.05, -1.51, -0.30], [-1.82, 0.85, 1.25], [-0.18, -0.69, -0.84], [-1.83, 0.23, -0.51], [1.95, 0.80, 0.97], [1.09, 1.28, -0.83], [0.38, 0.75, -0.39], [0.40, 1.03, 0.07], [-0.08, -0.52, -1.83], [0.75, 0.95, -0.21], [1.92, 1.41, 3.09], [-1.19, 0.52, 2.63], [-1.63, -2.17, -4.75]], "de_lowest_kcal_mol": 32.9, "lumo_ha": [0.0306, -0.0877], "multiplicity": 2, "homo_lumo_gap_ev": [9.35, 6.13], "largest_force_ev_per_a": 5.47, "homo_energy_ev": [-8.52, -8.52]}



{"formula": "C5H13O3", "method": "wB97M-V/def2-TZVPD", "elements": ["C", "O", "C", "C", "C", "C", "H", "H", "H", "H", "H", "H", "H", "H", "H", "H", "H", "O", "H", "H", "O"], "positions_angstrom": [[-1.948, -0.393, 1.185], [-2.957, 0.449, 1.533], [-0.605, 0.280, 1.343], [0.622, -0.391, 0.639], [0.624, -1.740, 0.008], [0.051, -2.022, -1.146], [-2.073, -0.624, 0.100], [-1.874, -1.170, 1.992], [-0.801, 1.232, 0.709], [-0.442, 0.521, 2.305], [1.580, -0.258, 1.155], [0.781, 0.322, -0.184], [1.108, -2.403, 0.577], [-0.666, -1.203, -1.516], [0.302, -2.816, -1.778], [2.345, 1.705, -1.892], [2.305, 2.175, -0.302], [2.747, 1.542, -0.840], [0.503, 1.698, -2.313], [-2.806, 1.329, 1.156], [1.203, 1.766, -2.731]], "atomic_forces_ev_per_a": [[2.17, -1.14, -0.05], [-2.14, 1.70, 1.02], [-0.48, 0.60, -5.07], [-0.14, 1.91, -0.83], [-2.05, 1.95, -0.76], [-1.51, 2.89, 0.01], [0.17, -1.07, 1.00], [-0.89, -0.32, -1.46], [0.69, -0.82, 1.35], [0.59, 0.93, 3.42], [-0.43, -0.12, 0.48], [0.32, -0.54, -0.06], [2.35, -2.94, 1.47], [1.46, -1.35, -0.10], [-0.14, -1.44, -0.52], [-1.36, -0.32, 1.70], [-0.53, 0.84, 0.31], [1.32, -0.64, -1.34], [-10.52, -1.11, 6.55], [0.08, -0.32, 0.05], [11.06, 1.30, -7.17]], "de_lowest_kcal_mol": 79.9, "lumo_ha": 0.1203, "charge": -1, "homo_lumo_gap_ev": 6.68, "largest_force_ev_per_a": 13.24, "homo_energy_ev": -3.41}



{"formula": "C5H13PS", "method": "wB97M-V/def2-TZVPD", "elements": ["C", "C", "C", "P", "C", "C", "S", "H", "H", "H", "H", "H", "H", "H", "H", "H", "H", "H", "H", "H"], "positions_angstrom": [[1.784, -0.429, 1.096], [1.011, 0.400, 0.096], [0.881, 1.849, 0.498], [-0.890, -0.379, 0.067], [-0.761, -2.037, -0.725], [-1.825, 0.626, -1.145], [-1.729, -0.431, 1.814], [1.982, -1.425, 0.710], [2.735, 0.042, 1.330], [1.215, -0.523, 2.020], [1.403, 0.290, -0.917], [0.378, 1.923, 1.461], [0.314, 2.417, -0.236], [1.865, 2.304, 0.592], [-0.164, -2.680, -0.080], [-1.775, -2.435, -0.772], [-0.329, -1.989, -1.720], [-1.934, 1.633, -0.741], [-1.341, 0.661, -2.118], [-2.819, 0.183, -1.229]], "atomic_forces_ev_per_a": [[-0.07, -0.03, -0.04], [-2.30, -1.03, -0.09], [-0.05, 0.01, -0.05], [1.87, 0.54, -0.67], [-0.07, 0.54, 0.42], [0.13, -0.16, 0.39], [0.00, 0.03, 0.16], [0.07, -0.17, 0.01], [0.19, 0.07, 0.01], [0.00, 0.00, 0.11], [-0.07, -0.01, -0.02], [-0.05, 0.06, 0.10], [-0.02, 0.12, -0.02], [0.11, 0.06, 0.02], [0.00, -0.01, -0.02], [0.04, -0.03, -0.03], [0.08, 0.05, -0.12], [0.00, -0.03, -0.04], [0.07, -0.02, -0.07], [0.07, 0.03, -0.05]], "de_lowest_kcal_mol": 0.0, "lumo_ha": 0.0287, "homo_lumo_gap_ev": 9.20, "largest_force_ev_per_a": 2.52, "homo_energy_ev": -8.42}



{"formula": "C5H13PS2", "method": "wB97M-V/def2-TZVPD", "elements": ["C", "C", "C", "C", "C", "P", "S", "S", "H", "H", "H", "H", "H", "H", "H", "H", "H", "H", "H", "H", "H"], "positions_angstrom": [[-0.301, 2.107, 1.455], [-0.826, -1.230, 1.620], [1.928, -0.711, -1.612], [-0.784, 1.090, 0.477], [-0.090, -0.254, 0.761], [0.139, -1.106, -1.388], [0.011, -2.992, -1.845], [-0.618, 0.364, -2.739], [0.203, 2.953, 0.879], [-1.099, 2.643, 2.130], [0.354, 1.665, 2.212], [-0.361, -2.202, 1.778], [-0.954, -0.634, 2.539], [-1.766, -1.432, 1.184], [1.970, 0.356, -1.865], [2.367, -0.875, -0.668], [2.512, -1.203, -2.412], [-0.482, 1.294, -0.469], [-1.867, 0.917, 0.719], [0.985, -0.262, 0.864], [-1.320, -0.485, -3.618]], "atomic_forces_ev_per_a": [[-0.08, 3.24, 1.45], [1.01, 0.88, 0.18], [-0.12, 0.90, -0.96], [-0.93, -3.01, 3.69], [0.01, 0.43, 1.61], [0.02, -0.22, -1.43], [-0.11, -1.52, -0.53], [-1.21, -0.46, -2.27], [-0.28, -1.01, 1.12], [1.04, -1.07, -1.58], [0.33, 0.26, -0.32], [0.34, 0.28, 0.24], [-0.34, -0.80, 0.31], [-1.42, -0.13, -0.37], [0.08, -0.08, 0.36], [0.91, -0.23, 1.06], [-0.79, -0.20, 0.42], [-0.24, 1.40, -2.79], [0.72, 0.18, -1.34], [0.29, 0.34, 0.13], [0.78, 0.84, 1.02]], "lumo_ha": [0.0295, -0.0979], "multiplicity": 3, "homo_lumo_gap_ev": [6.01, 6.37], "largest_force_ev_per_a": 4.85, "homo_energy_ev": [-5.21, -9.03]}



{"formula": "C5H14", "method": "wB97M-V/def2-TZVPD", "elements": ["C", "C", "C", "H", "H", "H", "H", "H", "H", "H", "H", "C", "C", "H", "H", "H", "H", "H", "H"], "positions_angstrom": [[-0.734, -0.863, 0.950], [-2.159, -0.595, 0.477], [-2.241, 0.212, -0.816], [-0.329, -0.043, 1.539], [-0.130, -1.122, 0.087], [-0.667, -1.756, 1.581], [-2.639, -1.559, 0.318], [-2.764, -0.075, 1.223], [-2.738, 1.181, -0.728], [-1.255, 0.483, -1.201], [-2.802, -0.327, -1.571], [2.789, 0.761, 0.375], [2.074, 0.419, -0.949], [2.388, 0.107, 1.142], [3.830, 0.464, 0.268], [2.777, 1.843, 0.471], [1.478, 1.162, -1.489], [2.826, 0.100, -1.674], [1.334, -0.363, -0.846]], "atomic_forces_ev_per_a": [[-0.36, -0.55, 0.39], [-0.26, 0.03, 0.11], [0.06, 0.60, -0.34], [0.28, 0.17, -0.33], [0.26, 0.31, -0.03], [-0.25, 0.14, 0.14], [-0.12, -0.06, -0.01], [0.19, -0.20, 0.27], [-0.14, -0.10, 0.34], [0.05, -0.34, -0.13], [0.14, -0.09, -0.29], [-0.08, -0.28, -1.49], [0.07, -0.35, -0.87], [-0.22, 0.76, 0.59], [0.14, 0.09, 0.07], [-0.19, -0.10, 0.97], [0.39, 0.63, 0.58], [-0.21, -0.19, -0.10], [0.28, -0.48, 0.13]], "de_lowest_kcal_mol": 14.7, "lumo_ha": 0.0448, "homo_lumo_gap_ev": 12.54, "largest_force_ev_per_a": 1.52, "homo_energy_ev": -11.32}